w) ORCA calculation (ωB97M-V/def2-TZVPD) on a single C4H4O2S molecule.

Spin multiplicity: 1
LUMO in eV: 0.4897
Structure (SMILES): O=C[C@@H]1OC=CS1

```
11
Properties=species:S:1:pos:R:3:mulliken_charge:R:1
C -1.647 -0.120 -0.204 -0.030
C -0.514 -0.294 0.778 0.228
C 1.495 -0.315 -0.460 -0.250
C 1.086 0.927 -0.136 -0.230
H -1.350 0.387 -1.213 0.271
H -0.853 -0.735 1.826 0.308
H 2.190 -0.569 -1.436 0.268
H 1.572 1.978 -0.226 0.286
O -2.787 -0.425 -0.148 -0.403
O 0.226 0.859 0.930 -0.323
S 0.581 -1.695 0.288 -0.123
```

=====

x) ORCA calculation (ωB97M-V/def2-TZVPD) on a single C4H4O2S molecule.

Spin multiplicity: 1
LUMO in eV: -0.8836
Structure (SMILES): O=C[C@H]1O[C@@H]1C=S

```
11
Properties=species:S:1:pos:R:3:mulliken_charge:R:1
C 0.123 0.582 1.803 -0.491
C 0.515 -0.027 0.515 0.207
C -0.546 -0.352 -0.465 0.224
C -0.185 -0.302 -1.920 -0.260
H -0.755 0.144 2.256 0.319
H 1.547 0.224 0.145 0.366
H -1.578 -0.134 -0.216 0.408
H 0.798 -0.786 -2.154 0.318
O 0.086 -1.352 0.297 -0.419
O -0.898 0.192 -2.759 -0.451
S 0.892 1.810 2.499 -0.222
```

=====

Most stable pick: x). Distance to second place: 0.485 eV.

=====

w) ORCA calculation (ωB97M-V/def2-TZVPD) on a single C6H8N4 molecule.

Spin multiplicity: 1
LUMO in eV: 0.0759

```
18
Properties=species:S:1:pos:R:3:mulliken_charge:R:1
C -1.666 -2.582 -1.623 0.244
C -1.498 0.963 -1.175 -0.085
C -1.845 -1.275 -1.585 0.479
C -0.091 -0.494 -0.117 -0.008
C 0.119 2.021 0.284 -0.961
C 1.920 -0.579 1.457 -0.791
N -1.222 -3.675 -1.430 -0.573
N -2.005 -0.049 -1.771 -0.439
N -0.419 0.720 -0.252 -0.017
N 0.847 -1.099 0.601 -0.118
H -1.872 2.044 -1.262 0.232
H 1.034 2.327 -0.283 0.301
H -0.729 2.823 0.111 0.300
H 0.156 2.069 1.335 0.379
H 1.414 -0.257 2.401 0.280
H 2.725 -1.259 1.766 0.315
H 2.391 0.366 1.004 0.224
H 0.740 -2.064 0.537 0.238
```

=====

x) ORCA calculation (ωB97M-V/def2-TZVPD) on a single C6H8N4 molecule.

Spin multiplicity: 1
LUMO (alpha / beta) in eV: -0.0871 / -0.0871
Structure (SMILES): [H]/N=C/[C@H]1N=CC=NN1C=C

```
18
Properties=species:S:1:pos:R:3:mulliken_charge:R:1
C 1.718 0.367 1.668 0.008
C 0.361 0.247 2.116 -0.335
C -2.401 -1.496 -0.432 -0.796
C -1.113 -1.304 -0.688 0.090
C 0.612 1.360 -1.035 -0.003
C 1.086 0.037 -0.526 -0.023
N 2.090 0.131 0.466 -0.599
N -0.525 -0.335 1.365 -0.705
N 0.491 1.556 -2.266 -0.568
N -0.275 -0.565 0.116 0.487
H 2.502 0.486 2.404 0.379
H 0.080 0.436 3.138 0.429
H -3.024 -2.070 -1.093 0.266
H -2.855 -1.078 0.446 0.280
H -0.629 -1.693 -1.570 0.229
H 0.359 2.069 -0.236 0.337
H 1.400 -0.614 -1.342 0.259
H 0.121 2.466 -2.532 0.265
```

=====

y) ORCA calculation (ωB97M-V/def2-TZVPD) on a single C6H8N4 molecule.

Spin multiplicity: 1
LUMO (alpha / beta) in eV: -1.2187 / -0.4930

```
18
Properties=species:S:1:pos:R:3:mulliken_charge:R:1
C -1.465 -0.843 0.819 0.243
C 0.178 -1.164 2.558 -0.080
C 0.576 1.001 -1.224 -0.696
C 0.182 -0.566 -1.504 -0.647
C -0.121 1.562 -0.027 -0.782
C -0.334 -0.362 1.501 0.588
N -2.330 -1.005 0.076 -0.517
N 0.271 -1.956 3.386 -0.425
N 0.862 -1.354 -0.538 -0.534
N 0.088 0.962 1.228 -0.158
H 1.618 0.945 -1.146 0.394
H 0.264 1.461 -2.062 0.440
H -0.849 -0.676 -1.736 0.464
H 0.666 -0.739 -2.474 0.430
H 0.166 2.556 0.235 0.388
H -1.177 1.369 -0.340 0.354
H 0.425 -2.402 -0.498 0.268
H 0.981 1.212 1.745 0.268
```

=====

z) ORCA calculation (ωB97M-V/def2-TZVPD) on 2 unconnected molecules or ions with the total composition C6H8N4.

Spin multiplicity: 1
LUMO in eV: 0.7818

```
18
Properties=species:S:1:pos:R:3:mulliken_charge:R:1
C -2.759 0.650 0.212 -0.021
C -1.961 0.904 1.303 -0.628
C -2.232 -0.042 -0.851 -0.553
C -0.618 0.708 1.156 -0.116
C -0.862 -0.384 -0.841 -0.106
C 2.589 -0.198 -1.083 -0.375
N 2.343 -1.463 2.104 -0.613
N 2.550 -1.006 1.106 0.879
N -0.070 0.089 0.132 -0.161
N 3.065 -0.464 0.219 -0.477
H -3.912 0.808 0.063 0.234
H -2.575 1.344 2.117 0.301
H -2.899 -0.243 -1.624 0.401
H 0.221 0.987 1.855 0.351
H -0.389 -1.000 -1.584 0.266
H 2.199 0.773 -1.068 0.274
H 3.503 -0.454 -1.730 0.291
H 1.806 -1.008 -1.485 0.053
```

=====

Most stable pick: x). Distance to second place: 0.619 eV.

=====

w) ORCA calculation (ωB97M-V/def2-TZVPD) on a single C5H7Cl molecule.

Spin multiplicity: 1
LUMO in eV: 0.5505
Structure (SMILES): C=C/C=C\CCl

```
13
Properties=species:S:1:pos:R:3:mulliken_charge:R:1
C 1.956 0.400 0.490 -0.568
C 0.847 1.095 -0.293 -0.310
C -0.430 0.724 -0.373 -0.187
C -1.066 -0.578 0.141 0.043
C -2.305 -1.028 -0.153 -0.799
H 2.801 1.044 0.748 0.345
H 1.636 -0.050 1.415 0.283
H 1.192 1.819 -0.972 0.348
H -1.184 1.355 -0.784 0.327
H -0.427 -1.271 0.708 0.208
H -3.011 -0.422 -0.700 0.263
H -2.608 -2.045 0.152 0.240
Cl 2.601 -1.042 -0.379 -0.193
```

=====

x) ORCA calculation (ωB97M-V/def2-TZVPD) on a single C5H7Cl molecule.

Spin multiplicity: 1
LUMO in eV: 0.9101
Structure (SMILES): C=C1C[C@@]1(C)Cl

```
13
Properties=species:S:1:pos:R:3:mulliken_charge:R:1
C -0.586 0.830 -0.138 0.036
C -1.788 0.860 -0.587 -0.688
C 0.870 1.202 0.110 -0.754
C 0.307 -0.162 0.524 0.709
C 0.670 -1.623 -0.024 -0.981
Cl -0.001 -0.305 2.276 -0.243
H -2.326 -0.043 -0.529 0.268
H -2.075 1.660 -1.210 0.294
H 1.424 1.189 -0.814 0.225
H 1.131 2.128 0.677 0.260
H 1.371 -1.614 -0.901 0.291
H -0.328 -2.030 -0.163 0.267
H 1.330 -2.094 0.777 0.317
```

=====

y) ORCA calculation (ωB97M-V/def2-TZVPD) on a single C5H7Cl molecule.

Spin multiplicity: 1
LUMO in eV: 0.9005
Structure (SMILES): CC#CCCCl

```
13
Properties=species:S:1:pos:R:3:mulliken_charge:R:1
C 2.595 -0.846 0.046 -1.147
C 1.231 -0.562 -0.115 0.624
C 0.185 0.034 -0.050 -0.342
C -1.047 0.896 -0.329 -0.512
C -2.207 0.416 0.325 -0.460
H 3.124 -0.524 -0.843 0.295
H 3.042 -0.233 0.913 0.261
H 2.840 -1.933 0.121 0.294
H -1.168 0.774 -1.352 0.291
H -0.846 1.952 -0.031 0.274
H -3.013 1.013 -0.013 0.331
H -2.107 0.293 1.439 0.297
Cl -2.631 -1.280 -0.112 -0.207
```

=====

z) ORCA calculation (ωB97M-V/def2-TZVPD) on a single C5H7Cl molecule.

Spin multiplicity: 1
LUMO in eV: 1.1378
Structure (SMILES): C=C[C@@H]1C[C@H]1Cl

```
13
Properties=species:S:1:pos:R:3:mulliken_charge:R:1
C -0.452 0.959 1.011 -0.099
C -0.891 -0.506 0.961 -0.581
C 0.516 -0.096 0.505 -0.051
C 1.019 -0.170 -0.820 -0.295
C 0.294 -0.435 -1.926 -0.780
H -0.868 1.597 0.289 0.382
H -1.644 -0.741 0.175 0.181
H -0.979 -1.095 1.867 0.263
H 1.303 -0.280 1.186 0.434
H 2.049 -0.042 -0.887 0.355
H 0.652 -0.354 -2.982 0.240
H -0.771 -0.694 -1.882 0.162
Cl -0.227 1.856 2.502 -0.211
```

=====

Most stable pick: w). Distance to second place: 0.263 eV.

=====

w) ORCA calculation (ωB97M-V/def2-TZVPD) on a single C5H7Cl molecule.

Spin multiplicity: 1
LUMO in eV: 0.9245
Structure (SMILES): C=CC(Cl)C=C

```
13
Properties=species:S:1:pos:R:3:mulliken_charge:R:1
C 1.656 -1.567 -0.143 -0.647
C -0.961 1.947 0.454 -0.814
C 0.702 -0.831 0.368 -0.284
C -0.581 1.072 -0.504 -0.101
C -0.570 -0.524 -0.353 0.030
Cl -2.075 -1.071 0.367 -0.207
H 2.567 -1.724 0.411 0.297
H 1.340 -2.229 -1.053 0.197
H -0.666 2.939 0.417 0.284
H -1.594 1.919 1.321 0.275
H 0.780 -0.354 1.258 0.405
H 0.083 1.508 -1.310 0.246
H -0.681 -1.087 -1.234 0.319
```

=====

x) ORCA calculation (ωB97M-V/def2-TZVPD) on 2 unconnected molecules or ions with the total composition C5H7Cl.

Spin multiplicity: 1
LUMO in eV: -0.5487

```
13
Properties=species:S:1:pos:R:3:mulliken_charge:R:1
C 0.260 -1.923 -0.990 -0.573
C 0.669 -1.756 -2.227 -0.149
C 0.029 1.912 1.969 -0.515
C -0.828 1.261 0.898 -0.395
C 0.404 0.550 1.450 -0.075
Cl -0.187 -1.705 -3.709 -0.176
H -0.858 -1.953 -0.766 0.177
H 1.606 -1.752 -2.578 0.397
H 0.711 2.851 1.785 0.198
H -0.274 2.040 2.901 0.256
H -1.717 0.784 1.385 0.206
H -0.671 1.676 0.009 0.322
H 0.857 -1.985 -0.126 0.330
```

=====

y) ORCA calculation (ωB97M-V/def2-TZVPD) on 2 unconnected molecules or ions with the total composition C5H7Cl.

Spin multiplicity: 1
LUMO (alpha / beta) in eV: -0.0486 / -0.7106

```
13
Properties=species:S:1:pos:R:3:mulliken_charge:R:1
C 0.462 1.258 0.026 0.574
C -0.199 2.081 0.892 -0.967
C 0.455 0.671 -1.385 -0.453
C 1.225 0.188 -0.210 -0.033
C -0.949 -2.270 0.423 -0.929
Cl 2.603 -0.624 0.149 -0.168
H 0.007 2.168 1.871 0.331
H -1.063 2.650 0.695 0.288
H -0.494 0.014 -1.737 0.128
H 0.855 1.270 -2.130 0.305
H -1.276 -2.357 1.431 0.297
H 0.044 -2.562 0.358 0.342
H -1.670 -2.488 -0.383 0.285
```

=====

Most stable pick: w). Distance to second place: 4.151 eV.